Below is a molecular structure, C36H29BF3N8O4SSbSnTe at a distorted geometry, with properties calculated with ωB97M-V/def2-TZVPD.

Last column: Mulliken charge in e.
CARTESIAN COORDINATES (ANGSTROEM)
1 Sn -0.29622 0.51807 1.06669  1.91
2 C 3.56788 -0.84723 3.30849  -1.30
3 C 2.99378 -0.09653 2.29059  -0.82
4 N 1.77188 -0.53273 2.02529  0.39
5 N 1.54088 -1.55713 2.83929  0.61
6 C 2.59818 -1.77153 3.62999  -0.40
7 B 0.22268 -2.32483 2.79719  0.08
8 N -0.80222 -1.49933 3.56029  0.22
9 C -1.33322 -1.67613 4.77689  0.02
10 C -2.02162 -0.53053 5.12289  -1.37
11 C -1.84542 0.32287 4.03599  -0.46
12 N -1.10742 -0.27853 3.11539  -0.02
13 N -0.15292 -2.48313 1.33929  1.70
14 C -1.35602 -2.66643 0.76189  -0.92
15 C -1.16112 -2.78213 -0.59991  -0.52
16 C 0.22648 -2.65043 -0.75721  -0.61
17 N 0.80828 -2.47573 0.41889  -0.76
18 N 0.45568 -3.70963 3.39569  0.48
19 C 1.04688 -4.72243 2.72619  -0.21
20 C 1.27278 -5.75113 3.61039  -0.94
21 C 0.77668 -5.26363 4.82619  -0.35
22 N 0.30198 -4.04023 4.68289  -1.26
23 H 4.53868 -0.73813 3.74499  0.44
24 H 3.39858 0.73297 1.74939  0.54
25 H 2.58128 -2.54303 4.37329  0.46
26 H -1.17392 -2.59763 5.29899  0.55
27 H -2.56612 -0.34263 6.02829  0.42
28 H -2.18812 1.32587 3.85749  0.52
29 H -2.25702 -2.72673 1.34369  0.53
30 H -1.89852 -2.96053 -1.35851  0.50
31 H 1.53538 -1.73973 -2.13321  -0.18
32 H 1.26988 -4.64463 1.68219  0.49
33 H 1.72798 -6.70003 3.40279  0.43
34 H 0.76468 -5.73613 5.79019  0.45
35 O -2.22322 1.78477 1.00219  -0.47
36 S -2.36022 1.99837 -0.42911  0.00
37 O -2.71062 0.74797 -1.10141  -0.56
38 O -0.92282 2.26837 -0.94931  -0.36
39 O -3.21932 3.08577 -0.74871  -0.63
40 Te 1.00658 2.69947 2.07059  -0.09
41 C -0.63082 4.07087 2.22159  -0.10
42 C -0.99632 4.47837 3.49599  -0.48
43 C -2.11492 5.26587 3.68709  -0.49
44 C -2.89432 5.63737 2.60499  -0.58
45 C -2.52482 5.23907 1.33219  -0.36
46 C -1.38512 4.47497 1.13869  -0.38
47 H -0.39802 4.16527 4.34299  0.37
48 H -2.39192 5.57037 4.68729  0.37
49 H -3.77882 6.24397 2.75319  0.36
50 H -3.13812 5.49267 0.48089  0.39
51 H -1.12772 4.17057 0.13709  0.62
52 F -3.53822 2.81257 -7.21431  -0.36
53 C -2.87212 2.38437 -6.11171  0.35
54 C -3.26102 2.84027 -4.86691  -0.73
55 C -2.57762 2.38587 -3.75021  -0.09
56 C -1.52692 1.49347 -3.88881  -0.17
57 C -1.15452 1.05317 -5.15271  -0.32
58 C -1.82052 1.50057 -6.27911  -0.57
59 Sb -0.52702 0.67437 -2.18511  0.53
60 C 1.32188 1.80447 -2.53111  0.05
61 C 2.31228 1.66517 -1.56571  0.12
62 C 3.40278 2.51837 -1.53661  -0.80
63 C 3.48238 3.51067 -2.49611  0.39
64 F 4.53098 4.36997 -2.47221  -0.35
65 C 2.53278 3.65337 -3.49081  -0.77
66 C 1.44458 2.79577 -3.49451  -0.15
67 C 1.10458 -2.75483 -1.99221  1.85
68 C 0.33688 -3.12763 -3.20981  -1.05
69 C 0.64108 -4.22103 -3.95091  -0.46
70 C 1.68728 -5.06373 -3.55751  0.18
71 F 1.95398 -6.16373 -4.30551  -0.35
72 C 2.45478 -4.81413 -2.41231  -0.58
73 C 2.21028 -3.70583 -1.67251  -0.81
74 H -4.09022 3.52607 -4.77241  0.47
75 H -2.87442 2.70977 -2.76401  0.27
76 H -0.33572 0.35167 -5.24851  0.40
77 H -1.54922 1.16897 -7.26931  0.44
78 H 2.21398 0.89337 -0.80061  0.22
79 H 4.16308 2.43447 -0.77551  0.47
80 H 2.63628 4.43687 -4.22731  0.44
81 H 0.67298 2.90587 -4.24851  0.31
82 H -0.47672 -2.46943 -3.48191  0.53
83 H 0.07988 -4.47423 -4.83741  0.44
84 H 3.23028 -5.51643 -2.14421  0.45
85 H 2.76108 -3.48373 -0.77301  0.47

Forces on atoms 1 to 3 (eV/Å):
0.3415 -0.7479 0.4232
0.0826 -0.2123 0.1583
-0.1186 0.0516 -0.0878

The calculation puts the HOMO energy (spin up / spin down) at -4.8 / -4.8 eV. The energy relative to the best compared isomer or geometry (same formula, charge and spin) comes out at 1.7171 eV. As for the frontier orbital gap (spin up / spin down): 7.21 / 6.68 eV. As for the spin multiplicity: 2. Its net charge is -1. Its molar mass is 1105.624 Da. The calculated total energy is -3573.63492 Eh.